# 1
{
  "formula": "C8H12N2S",
  "method": "wB97M-V/def2-TZVPD",
  "total_charge": 0,
  "homo_lumo_gap_ha": 0.3027,
  "multiplicity": 1,
  "homo_ha": -0.311,
  "e_above_lowest_kj_mol": 175.4,
  "largest_force_ev_per_a": 4.6,
  "lumo_ev": -0.237,
  "symbols": ["C", "C", "C", "C", "C", "C", "C", "C", "N", "N", "S", "H", "H", "H", "H", "H", "H", "H", "H", "H", "H", "H", "H"],
  "coordinates": [[2.1531, 0.6887, -3.2247], [1.3812, 0.0730, -2.2930], [2.6971, 1.5786, -1.3738], [1.2569, 0.4086, 0.1576], [-1.7484, 0.8011, 1.3650], [-2.2992, -1.6264, 1.6047], [-0.2772, -0.9913, 0.3993], [-1.1601, -0.5964, 1.5394], [2.9618, 1.6241, -2.6311], [1.7208, 0.6393, -1.0794], [1.7929, 1.0538, 1.5239], [2.1923, 0.5286, -4.2820], [0.6538, -0.7057, -2.3746], [3.1517, 2.1772, -0.6111], [-2.4421, 1.0134, 2.1760], [-0.9679, 1.5549, 1.3792], [-2.2849, 0.8760, 0.4218], [-2.8857, -1.5899, 0.6882], [-1.9107, -2.6362, 1.7223], [-2.9575, -1.4082, 2.4412], [-0.7570, -0.9473, -0.5688], [0.3168, -1.8817, 0.5502], [-0.5875, -0.6343, 2.4699]],
  "lowdin_charge": [-0.1314, -0.0559, -0.1712, -0.6276, -0.0887, -0.0800, -0.0311, -0.5015, 0.0755, -0.1289, 0.7278, 0.0964, 0.1059, 0.0987, 0.0792, 0.0377, 0.0831, 0.0801, 0.0765, 0.0778, 0.0706, 0.0851, 0.1220]
}


# 2
{
  "formula": "C8H12N2S",
  "method": "wB97M-V/def2-TZVPD",
  "total_charge": 0,
  "homo_lumo_gap_ha": 0.2996,
  "multiplicity": 1,
  "homo_ha": -0.306,
  "e_above_lowest_kj_mol": 407.9,
  "largest_force_ev_per_a": 4.2,
  "lumo_ev": -0.167,
  "symbols": ["C", "C", "C", "C", "C", "C", "C", "C", "N", "N", "S", "H", "H", "H", "H", "H", "H", "H", "H", "H", "H", "H", "H"],
  "coordinates": [[-3.0778, -0.8138, 0.4489], [-3.2005, 0.6367, 0.5779], [-1.7827, -1.0511, 0.0321], [0.5915, 1.8504, -1.4865], [0.7869, 1.0045, -0.3177], [1.5052, -0.5910, 1.5755], [1.8520, -1.0343, -0.9736], [1.8095, 0.0120, 0.1489], [-2.0354, 1.1231, 0.1702], [-1.2183, 0.1368, -0.1132], [0.5654, 2.5764, 0.2566], [-3.6798, -1.5464, 0.7458], [-4.0507, 1.2906, 0.6835], [-1.2730, -1.9786, 0.0369], [1.4501, 2.0429, -2.1962], [-0.4958, 1.7238, -1.8668], [1.0741, 0.3466, 2.1102], [2.2438, -1.1183, 2.1351], [0.6033, -1.1982, 1.4606], [2.6279, -1.7744, -0.6242], [2.0343, -0.6707, -1.9364], [0.8967, -1.4676, -0.9933], [2.7734, 0.5004, 0.1258]],
  "lowdin_charge": [-0.0833, -0.1377, -0.1768, -0.2914, -0.6300, -0.0295, -0.0588, -0.4083, -0.0572, -0.0694, 0.9659, 0.0261, 0.0835, 0.0879, 0.1043, 0.1052, 0.1029, 0.0629, 0.0577, 0.1092, 0.0582, 0.0458, 0.1327]
}


# 3
{
  "formula": "C8H12N2S2",
  "method": "wB97M-V/def2-TZVPD",
  "total_charge": 0,
  "homo_lumo_gap_ha": 0.3127,
  "multiplicity": 1,
  "homo_ha": -0.299,
  "e_above_lowest_kj_mol": 175.3,
  "largest_force_ev_per_a": 1.3,
  "lumo_ev": 0.368,
  "symbols": ["C", "C", "C", "C", "C", "C", "C", "C", "N", "N", "S", "S", "H", "H", "H", "H", "H", "H", "H", "H", "H", "H", "H", "H"],
  "coordinates": [[-3.0958, -0.2421, 1.6261], [-2.2660, -1.3704, 1.6294], [-2.8444, 0.7588, 0.7324], [-1.2134, -1.4164, 0.7467], [-0.9403, -0.3926, -0.2092], [2.1393, 0.8215, -2.5983], [2.4297, -0.2728, -1.5890], [1.5552, 0.9676, 0.6857], [-1.8147, 0.6287, -0.1350], [1.3721, 1.6294, 1.7261], [-0.0912, -2.7756, 0.6977], [3.0730, 0.4342, -0.0314], [-3.9165, -0.1640, 2.3200], [-2.4597, -2.1730, 2.3275], [-3.4374, 1.6577, 0.6778], [3.0443, 1.3858, -2.8170], [1.7698, 0.3842, -3.5239], [1.3866, 1.5081, -2.2158], [3.2081, -0.9424, -1.9499], [1.5373, -0.8448, -1.3401], [0.6915, 0.5888, 0.1337], [-1.6594, 1.3887, -0.7907], [2.2045, 1.9208, 2.2322], [-0.6727, -3.4799, 1.6649]],
  "lowdin_charge": [-0.0649, -0.0945, -0.0860, -0.6355, -0.1255, -0.1715, -0.5380, -0.6366, 0.0136, 0.0268, 0.7979, 0.8692, 0.1061, 0.1015, 0.1199, 0.0662, 0.0700, 0.0607, 0.0656, 0.0314, -0.0101, 0.1461, 0.0319, -0.1443]
}


# 4
{
  "formula": "C8H12N3",
  "method": "wB97M-V/def2-TZVPD",
  "total_charge": 1,
  "homo_lumo_gap_ha": 0.2919,
  "multiplicity": 1,
  "homo_ha": -0.433,
  "e_above_lowest_kj_mol": 479.2,
  "largest_force_ev_per_a": 4.2,
  "lumo_ev": -3.842,
  "symbols": ["C", "C", "C", "C", "C", "C", "C", "C", "N", "N", "N", "H", "H", "H", "H", "H", "H", "H", "H", "H", "H", "H", "H"],
  "coordinates": [[2.5171, -1.0080, 0.4526], [3.4007, -0.0070, 0.2803], [0.0756, -1.2346, 0.1044], [1.2186, -0.6257, 0.0691], [1.4073, 0.8171, -0.3711], [-1.3575, 0.9058, -0.2831], [-1.6425, 1.5544, 1.1079], [-2.0924, -1.2799, -1.2471], [0.5432, 1.6828, -0.6940], [2.7563, 1.0851, -0.1562], [-1.3631, -0.5969, -0.1975], [2.6412, -2.0259, 0.8739], [4.4839, -0.1578, 0.6305], [0.0826, -2.3285, 0.3463], [-1.8652, 1.2144, -1.1918], [-2.6741, 1.6719, 1.1405], [-1.0747, 2.4835, 1.1098], [-1.1808, 0.9734, 1.9325], [-1.7699, -0.9557, -2.2321], [-2.1073, -2.4148, -1.1760], [-3.1835, -1.0321, -1.1898], [3.1717, 2.0078, -0.0765], [-1.9871, -0.7293, 0.7673]],
  "lowdin_charge": [-0.0657, -0.0699, 0.0449, -0.1962, -0.3354, -0.0824, -0.0314, -0.0448, 0.2287, 0.0779, -0.1389, 0.1337, 0.1757, 0.1522, 0.1245, 0.0614, 0.0844, 0.1034, 0.1094, 0.1323, 0.1208, 0.1713, 0.2440]
}


# 5
{
  "formula": "C8H12N3",
  "method": "wB97M-V/def2-TZVPD",
  "total_charge": 1,
  "homo_lumo_gap_ha": [0.2168, 0.2122],
  "multiplicity": 3,
  "homo_ha": [-0.381, -0.490],
  "e_above_lowest_kj_mol": 344.0,
  "largest_force_ev_per_a": 5.3,
  "lumo_ev": [-4.461, -7.570],
  "symbols": ["C", "C", "C", "C", "C", "C", "C", "C", "N", "N", "N", "H", "H", "H", "H", "H", "H", "H", "H", "H", "H", "H", "H"],
  "coordinates": [[3.5500, -0.8779, 0.1137], [2.3803, -1.5344, 0.2065], [2.4797, 1.1150, -0.0792], [1.1210, 0.5139, 0.0878], [-0.5903, 2.2155, -0.0139], [-2.9654, 0.4161, 0.2434], [-1.5987, -1.6822, -0.1962], [-2.1237, -0.5374, -0.7077], [3.5379, 0.4189, -0.0586], [1.2444, -0.8053, 0.1729], [0.0500, 1.1417, -0.1787], [4.6205, -1.2432, 0.1860], [2.3051, -2.5887, 0.4662], [2.4517, 2.1107, -0.4172], [-1.3307, 2.5451, -0.8089], [-0.4875, 2.7005, 0.8943], [-3.1265, 0.0060, 1.1630], [-2.5023, 1.3801, 0.4696], [-3.9750, 0.5381, -0.2809], [-1.7244, -1.6999, 0.8471], [0.3217, -1.2790, 0.3700], [-1.0924, -2.4967, -0.7172], [-2.5454, -0.3570, -1.7617]],
  "lowdin_spin": [0.2161, 0.1194, 0.1300, 0.1346, 0.4528, 0.0151, 0.0429, -0.0101, 0.0848, 0.2107, 0.4872, 0.0042, 0.0026, 0.0050, 0.0392, 0.0522, 0.0005, 0.0064, -0.0002, 0.0019, 0.0036, 0.0018, -0.0006]
}


# 6
{
  "formula": "C8H12N3O2",
  "method": "wB97M-V/def2-TZVPD",
  "total_charge": 1,
  "homo_lumo_gap_ha": 0.3625,
  "multiplicity": 1,
  "smiles": "CC1=C2C(=O)NC=N[N@@H+]2C[C@H]1CO",
  "homo_ha": -0.516,
  "e_above_lowest_kj_mol": 472.2,
  "largest_force_ev_per_a": 5.8,
  "lumo_ev": -4.163,
  "symbols": ["C", "C", "C", "C", "O", "N", "C", "N", "N", "C", "C", "C", "O", "H", "H", "H", "H", "H", "H", "H", "H", "H", "H", "H", "H"],
  "coordinates": [[0.8035, -2.3786, -0.4085], [0.5088, -0.9718, -0.3710], [-0.6889, -0.3931, -0.1024], [-1.9936, -0.9121, 0.1386], [-2.1907, -2.0739, 0.1310], [-3.0425, 0.0697, 0.0616], [-2.8113, 1.4023, -0.0808], [-1.6662, 1.9640, -0.2377], [-0.4946, 1.2451, 0.0531], [0.6496, 1.3219, -0.9358], [1.5370, 0.1116, -0.5610], [2.3398, 0.4045, 0.7201], [1.5278, 0.9568, 1.7667], [1.9198, -2.4678, -0.5637], [0.1825, -2.9414, -1.1085], [0.3333, -2.8612, 0.5750], [-3.9446, -0.2193, -0.0707], [-3.6682, 2.0752, -0.0676], [-0.2421, 1.4604, 0.9944], [1.2250, 2.1719, -0.5120], [0.1725, 1.2362, -1.8450], [2.3167, -0.0748, -1.3209], [3.0523, 1.2311, 0.4006], [2.7989, -0.5437, 1.0261], [1.3750, 0.1871, 2.3183]],
  "lowdin_charge": [-0.0039, -0.1845, 0.0274, -0.3921, 0.1813, 0.1693, -0.1142, 0.0968, -0.0134, -0.0040, -0.2160, -0.1696, -0.0429, 0.1191, 0.1086, 0.1601, 0.1228, 0.1523, 0.1472, 0.1555, 0.1237, 0.1742, 0.1571, 0.1384, 0.1068]
}